This record from OMol25 describes C62H47AsGeIrN4S3 as an isolated structure at a distorted geometry. The level of theory is the ωB97M-V functional and the def2-TZVPD basis.

## Properties
Relative energy (zero: lowest compared OMol25 entry of this formula, charge and spin) in kcal per mole: 3.6
2S+1: 2
Highest occupied orbital energy (spin up / spin down) in eV: -5.02 / -7.49
Kohn-Sham gap (spin up / spin down) in eV: 4.7748 / 7.1190
Charge: 0
Lowest unoccupied orbital energy (spin up / spin down) in Ha: -0.0090 / -0.0138

The geometry in XYZ format:
```
119
C62H47AsGeIrN4S3 (the ωB97M-V functional and the def2-TZVPD basis)
Ir -0.48838 -0.21931 0.35792
As -0.31401 -0.22800 -2.07125
Ge 1.32176 -3.46511 1.34601
S -4.76189 1.22855 -0.56641
S -2.21014 -1.57154 7.05346
S 3.04182 6.14956 -0.17577
N -2.33198 1.11774 0.30738
N -0.66191 -0.07682 2.34560
N 7.14244 1.32073 1.80875
N 0.62271 1.64694 0.68626
C -1.88702 3.55948 0.66828
C 6.13800 0.80344 1.59242
C -3.27121 -2.90309 7.21395
C -4.45578 4.01558 -0.38597
C -3.34765 0.38041 -0.04358
C -1.50998 0.45386 -3.42372
C 2.88959 2.00027 -4.67545
C -4.29553 -3.24142 -0.02527
C 2.66451 -0.45613 2.00533
C 1.37939 3.00778 2.57614
C -1.38978 -0.76589 4.52952
C -0.67125 0.30920 5.11260
C -2.18299 -1.69637 5.33367
C 0.01618 -4.48057 -4.12993
C 1.77871 3.72270 0.30604
C 4.88421 0.15870 1.31694
C 3.22244 6.69928 -1.78643
C 2.11546 4.68304 -2.03920
C 1.11521 2.57888 -0.11814
C 3.25244 -3.70600 1.60530
C 1.06923 -1.67172 0.42791
C 0.75847 2.32003 4.82661
C -1.12629 -4.10739 -3.43653
C 2.38723 -1.01044 0.75347
C 0.66686 1.21447 -4.20698
C -1.46835 1.49578 -5.58441
C 2.68049 5.82059 -2.67194
C 3.32943 1.50895 -3.45250
C -2.66576 2.47976 0.24441
C 3.88113 0.13644 2.28481
C 3.43179 -1.02681 -0.17939
C -3.95358 2.72555 -0.24737
C -2.83693 1.29352 -5.68627
C 1.08776 -3.60500 -4.21543
C -1.95761 -1.59787 0.14898
C 4.66081 -0.44952 0.08432
C 1.40403 3.17276 4.01180
C -2.97926 -2.73490 4.92571
C 0.48748 -3.77248 3.08176
C 2.44415 0.85549 -2.60537
C -2.38290 4.83953 0.52747
C -3.03240 -3.80235 0.14440
C -3.65256 5.07092 -0.00847
C -2.87305 0.23714 -3.52477
C 0.00012 1.00680 2.90416
C -4.39716 -1.86839 -0.10781
C -3.54008 0.66866 -4.66388
C -1.32551 -0.91155 3.15856
C 1.94515 3.89969 1.69513
C 0.83877 -4.95913 0.15632
C -0.78904 1.07719 -4.44582
C 1.02287 -2.35633 -3.60874
C 2.23659 4.70907 -0.67344
C -3.59861 -3.42348 6.00064
C 0.68659 1.87746 2.05426
C -0.11147 -1.99184 -2.89238
C -1.18852 -2.86930 -2.81396
C 0.01348 1.19093 4.31292
C -3.25363 -1.06854 -0.01991
C 1.13042 0.67105 -3.00188
C 1.55882 1.87462 -5.04733
C -1.91005 -2.99533 0.22406
H 1.97831 -3.88933 -4.76176
H 0.92755 2.43576 -1.17142
H -3.59653 -3.22628 8.18919
H 3.77693 -3.69270 0.64910
H 0.87841 -4.64575 -0.88989
H -3.36033 1.62085 -6.57528
H -2.92317 -4.87898 0.21262
H -0.92556 3.39950 1.12389
H 4.35749 1.65242 -3.14521
H -4.01848 6.08436 -0.10716
H 1.21916 2.29901 -5.98353
H -1.97070 -4.78263 -3.37272
H -2.08416 -2.59121 -2.28009
H -0.67991 0.46787 6.18432
H 2.78073 0.49917 -1.64287
H -3.41696 -0.25689 -2.72956
H -0.93496 1.97486 -6.39564
H 1.92229 -0.50948 2.78635
H 1.63773 3.88181 -2.58345
H -4.60698 0.51158 -4.75650
H -0.15113 -5.37068 0.35537
H 1.85988 -1.67419 -3.69358
H 4.06341 0.57351 3.25842
H -0.95220 -3.47146 0.32002
H 3.42251 -4.67708 2.07572
H 0.68884 -2.97219 3.79333
H -5.37307 -1.40766 -0.21871
H -0.59071 -3.89047 2.98297
H 2.46573 4.76767 2.08409
H 1.16445 -2.01611 -0.60813
H 3.26558 -1.50087 -1.14152
H 1.56793 -5.75861 0.30002
H 0.07042 -5.45222 -4.60405
H -4.26061 -4.26770 5.87230
H 3.68337 -2.93207 2.23918
H 3.58248 2.51573 -5.32848
H -1.77725 5.67716 0.84825
H 5.44915 -0.46676 -0.65756
H -5.18019 -3.86144 -0.07948
H -1.85784 -1.70395 2.65551
H 3.71168 7.63775 -1.99013
H -3.13468 -2.99820 3.88878
H 1.94244 4.02034 4.41905
H 2.68289 5.97455 -3.74173
H 0.89224 -4.70156 3.48899
H 0.77388 2.46797 5.89996
H -5.45442 4.18471 -0.76662
```